[1]
Below is a structure of composition C15H35OS5SbW in a non-equilibrium geometry, with properties calculated with ωB97M-V/def2-TZVPD.

Structure (XYZ):
```
58
Properties=species:S:1:pos:R:3:nbo_charge:R:1
W -0.416 1.146 1.184 0.49
S 0.355 -0.690 2.523 0.10
S 0.688 1.136 3.304 0.12
S -1.688 3.141 1.549 0.02
S -0.901 2.934 -0.294 0.09
C 4.059 2.584 -1.423 -0.62
C 4.647 1.189 -1.265 -0.42
C 3.784 0.310 -0.373 -0.55
S 2.112 0.146 -1.114 1.25
O 1.202 0.844 -0.055 -0.98
C 1.787 -1.612 -0.706 -0.55
C 2.374 -2.508 -1.791 -0.43
C 1.559 -2.454 -3.076 -0.61
H 4.722 3.190 -2.032 0.25
H 3.953 3.078 -0.457 0.21
H 3.082 2.558 -1.913 0.20
H 5.649 1.258 -0.833 0.25
H 4.756 0.707 -2.238 0.22
H 3.639 0.763 0.610 0.25
H 4.213 -0.685 -0.259 0.25
H 0.694 -1.707 -0.665 0.23
H 2.210 -1.817 0.280 0.25
H 2.393 -3.534 -1.419 0.25
H 3.405 -2.218 -2.003 0.22
H 0.575 -2.891 -2.920 0.20
H 2.055 -3.030 -3.853 0.25
H 1.440 -1.432 -3.429 0.20
C -4.155 1.845 -1.321 -0.65
C -4.252 1.159 0.025 -0.36
C -5.588 0.473 0.211 -0.65
Sb -2.460 -0.251 0.326 1.15
C -2.242 -1.731 -1.383 -0.38
C -1.820 -0.931 -2.607 -0.65
C -3.526 -2.498 -1.578 -0.65
C -2.854 -1.195 2.339 -0.42
C -2.931 -0.008 3.290 -0.62
C -4.019 -2.150 2.462 -0.64
H -4.836 2.696 -1.324 0.25
H -4.458 1.173 -2.120 0.22
H -3.154 2.230 -1.528 0.21
H -4.075 1.873 0.844 0.22
H -5.746 -0.307 -0.531 0.22
H -6.377 1.216 0.076 0.25
H -5.695 0.053 1.210 0.22
H -1.450 -2.419 -1.061 0.21
H -2.628 -0.272 -2.925 0.23
H -1.611 -1.614 -3.430 0.25
H -0.924 -0.330 -2.409 0.20
H -4.330 -1.843 -1.899 0.22
H -3.823 -2.992 -0.657 0.22
H -3.383 -3.261 -2.342 0.25
H -1.922 -1.752 2.515 0.21
H -3.875 0.525 3.186 0.23
H -2.095 0.710 3.120 0.18
H -2.864 -0.346 4.325 0.25
H -4.969 -1.699 2.188 0.22
H -4.102 -2.475 3.498 0.24
H -3.847 -3.033 1.852 0.22
```

Output
Spin multiplicity ... 3
Relative energy (zero: lowest compared OMol25 entry of this formula, charge and spin) ... 28.9 kcal/mol
Gap between HOMO and LUMO (spin up / spin down) ... 6.6 / 5.1 eV
Net charge ... +2
Lowest unoccupied orbital energy (spin up / spin down) ... -7.913 / -9.229 eV
Largest force on an atom ... 3.56 eV/Å

***

[2]
Below is a cluster of 4 separate species, C15H36B2N3O8 in total, with properties calculated with ωB97M-V/def2-TZVPD.

Structure (XYZ):
```
64
Properties=species:S:1:pos:R:3:nbo_charge:R:1
O -5.059 -2.517 3.495 -0.74
C -4.405 -3.442 2.611 -0.05
C -3.479 -2.782 1.587 -0.43
C -4.072 -2.535 0.184 -0.70
B -3.169 -3.129 -1.070 0.86
C -2.382 -1.914 -1.921 -1.10
B -0.936 -2.372 -1.791 1.17
O -0.312 -3.199 -2.743 -0.95
O -0.163 -1.956 -0.695 -0.94
O -4.033 -3.987 -1.953 -0.73
C -3.555 -5.297 -1.961 -0.07
C -2.650 -5.389 -0.737 -0.08
O -2.107 -4.109 -0.591 -0.76
H -4.583 -1.691 3.424 0.46
H -3.846 -4.158 3.223 0.14
H -5.197 -3.981 2.089 0.16
H -2.575 -3.388 1.504 0.23
H -3.149 -1.826 2.019 0.17
H -4.229 -1.460 0.052 0.19
H -5.068 -2.988 0.135 0.20
H -2.717 -1.856 -2.958 0.23
H -2.531 -0.952 -1.426 0.22
H -0.003 -3.994 -2.316 0.48
H 0.274 -2.699 -0.280 0.47
H -3.011 -5.516 -2.892 0.14
H -4.380 -6.016 -1.858 0.14
H -3.276 -5.656 0.132 0.13
H -1.857 -6.140 -0.819 0.15
C 4.799 0.272 -1.674 0.53
O 4.693 0.864 -0.610 -0.66
N 3.815 -0.435 -2.242 -0.42
C 3.989 -1.114 -3.507 -0.40
C 2.516 -0.517 -1.574 -0.42
H 5.730 0.282 -2.267 0.10
H 3.285 -0.735 -4.250 0.20
H 3.823 -2.187 -3.396 0.20
H 5.003 -0.952 -3.871 0.20
H 2.090 0.476 -1.436 0.23
H 2.623 -0.969 -0.590 0.22
H 1.840 -1.123 -2.169 0.23
C 5.561 5.105 0.280 0.53
O 6.171 6.153 0.439 -0.65
N 4.438 4.773 0.932 -0.42
C 3.747 3.510 0.701 -0.42
C 3.905 5.713 1.897 -0.41
H 5.891 4.327 -0.427 0.11
H 2.727 3.694 0.365 0.21
H 3.709 2.926 1.621 0.19
H 4.262 2.923 -0.054 0.25
H 3.669 6.667 1.423 0.21
H 4.628 5.908 2.691 0.21
H 3.000 5.291 2.329 0.20
C 0.161 2.902 1.775 0.53
O 0.614 2.330 0.806 -0.61
N -0.987 3.610 1.765 -0.43
C -1.498 4.272 2.943 -0.40
C -1.733 3.680 0.519 -0.42
H 0.650 2.882 2.766 0.10
H -2.480 3.880 3.218 0.20
H -1.587 5.349 2.781 0.19
H -0.816 4.103 3.775 0.21
H -2.012 2.681 0.182 0.23
H -1.130 4.139 -0.264 0.21
H -2.631 4.272 0.679 0.20
```

Output
Gap between HOMO and LUMO ... 6.7 eV
Net charge ... -1
Lowest unoccupied orbital energy ... 2.174 eV
Largest force on an atom ... 0.48 eV/Å

***

[3]
Below is a cluster of 3 separate species, C15H36BClN2O3 in total, with properties calculated with ωB97M-V/def2-TZVPD.

Structure (XYZ):
```
58
Properties=species:S:1:pos:R:3:nbo_charge:R:1
C 1.701 0.595 1.506 -0.41
N 0.739 1.678 1.276 -0.74
C 1.375 2.819 0.618 -0.41
B -0.504 1.260 0.634 1.20
O -0.619 0.971 -0.692 -0.86
N -1.768 1.171 1.434 -0.74
Cl -1.771 -0.342 2.265 0.15
C -2.989 1.354 0.705 0.89
O -3.663 0.491 0.227 -0.54
O -3.354 2.667 0.664 -0.68
H 2.047 0.141 0.562 0.16
H 1.224 -0.197 2.092 0.22
H 2.555 0.986 2.065 0.20
H 2.080 2.515 -0.174 0.17
H 1.929 3.413 1.355 0.21
H 0.623 3.487 0.179 0.20
H 0.194 1.145 -1.185 0.50
H -2.616 3.221 0.375 0.49
C 5.470 2.790 2.956 -0.61
C 6.282 3.120 1.707 -0.40
C 5.730 2.474 0.438 -0.40
C 5.708 0.945 0.454 -0.40
C 7.064 0.280 0.682 -0.40
C 8.088 0.597 -0.403 -0.61
H 5.474 1.720 3.169 0.20
H 5.875 3.298 3.832 0.21
H 4.431 3.106 2.838 0.20
H 7.323 2.820 1.858 0.20
H 6.297 4.204 1.567 0.20
H 6.308 2.823 -0.422 0.20
H 4.708 2.833 0.277 0.19
H 5.301 0.595 -0.501 0.20
H 5.010 0.600 1.221 0.20
H 6.915 -0.802 0.727 0.20
H 7.464 0.570 1.658 0.19
H 7.720 0.292 -1.385 0.20
H 9.026 0.072 -0.221 0.21
H 8.314 1.663 -0.447 0.20
C -8.562 -3.898 -1.897 -0.61
C -7.149 -4.219 -2.372 -0.40
C -6.103 -4.158 -1.260 -0.40
C -5.949 -2.787 -0.598 -0.40
C -5.602 -1.645 -1.551 -0.40
C -4.268 -1.833 -2.263 -0.61
H -8.634 -2.882 -1.507 0.20
H -9.279 -3.987 -2.714 0.21
H -8.870 -4.584 -1.105 0.20
H -6.873 -3.537 -3.182 0.19
H -7.137 -5.223 -2.805 0.20
H -5.138 -4.479 -1.664 0.20
H -6.364 -4.890 -0.489 0.20
H -5.167 -2.857 0.165 0.20
H -6.868 -2.535 -0.061 0.20
H -5.563 -0.718 -0.977 0.22
H -6.399 -1.517 -2.290 0.19
H -3.455 -1.932 -1.541 0.21
H -4.044 -0.974 -2.898 0.21
H -4.268 -2.720 -2.901 0.19
```

Output
Gap between HOMO and LUMO ... 9.3 eV
Lowest unoccupied orbital energy ... 0.037 eV
Largest force on an atom ... 0.77 eV/Å